Record 1
Molecular formula: C13H15ClN4OS
Method: DFT, ωB97M-V/def2-TZVPD

Results
Relative energy (zero: lowest compared OMol25 entry of this formula, charge and spin), kcal per mole: 272.1
Total energy, Eh: -1656.5987
Total charge: 0
Lowest unoccupied orbital energy, eV: 0.207

The geometry in XYZ format:
```
35
Properties=species:S:1:pos:R:3:forces:R:3:mulliken_charge:R:1
H -6.7144 0.8777 -1.8720 1.011 -0.348 0.827 0.33
C 2.3965 2.2902 -0.0438 1.228 0.056 3.060 -1.11
H -3.3117 0.7450 0.7532 -0.368 -3.256 -0.352 0.20
S -4.8014 -1.3927 0.4129 -0.411 1.748 0.763 -0.12
H -6.1225 -0.8444 -2.0711 1.037 2.868 1.655 0.23
C 3.7292 0.1073 -0.0717 -7.878 10.635 1.704 0.59
O 0.0756 -1.7242 -0.7360 0.180 0.702 -0.271 -0.66
H 4.6440 2.3777 -0.0170 -2.107 -1.069 0.419 0.27
H -4.9183 0.6521 -1.8563 -0.451 -0.322 -0.215 0.31
C 0.0349 -0.7134 -0.0582 1.580 0.184 0.633 0.41
H 6.3397 0.9816 1.1112 -1.376 -0.970 -1.245 0.28
H -1.9535 -2.1442 0.5372 -0.566 -0.531 0.723 0.40
N -0.8862 -0.4328 0.8260 -3.018 2.606 5.856 -0.30
C -2.2125 -1.2880 1.1638 2.695 3.440 -6.499 -1.07
H -3.0692 -0.2643 -0.8541 0.166 -0.721 3.649 0.17
C -5.8176 0.0578 -0.0549 -3.124 -0.431 3.037 -0.18
N 6.9495 -0.7116 0.4760 10.140 -7.508 -1.931 -0.28
C 5.2140 -1.4975 -0.4021 1.018 -4.631 -5.794 -0.14
C 6.0889 0.0546 0.4641 -3.153 15.229 7.539 0.04
H -6.8999 -0.3086 0.2383 1.954 1.079 -0.016 0.26
N 4.9181 -0.3056 0.1269 -0.551 -5.457 -2.412 0.09
H 2.3104 3.3297 0.1645 -0.163 1.015 -0.555 0.36
H 2.5751 -1.7198 0.0128 -1.491 4.337 -0.392 0.11
C -5.8676 0.2361 -1.4730 -1.078 -1.606 -5.466 -1.04
H -0.7453 0.5419 1.4776 -0.648 -4.036 -2.592 0.29
C 2.4306 -0.3603 -0.0609 5.068 -6.163 0.576 -0.48
H -5.5764 1.0874 0.4413 -0.248 -2.228 -0.252 0.24
C 1.2339 0.3621 0.0995 0.230 -19.082 -2.648 -0.13
C 1.1700 1.5227 0.2178 4.448 13.378 -0.665 1.65
N 6.5263 -1.6939 -0.3421 -2.225 -3.206 -0.007 -0.51
Cl -0.2351 2.2374 0.1143 -5.010 4.343 -0.098 -0.24
H -2.4617 -1.4052 2.1504 0.011 -0.313 2.421 0.45
H 4.5876 -1.9849 -1.3678 1.505 1.249 3.438 0.32
C 3.6580 1.7679 0.1032 0.186 -2.830 -2.543 -0.60
C -3.2892 -0.4377 0.3901 1.409 1.839 -2.350 -0.13
```
Positions in Å, forces in eV/Å.

=====

Record 2
Molecular formula: C12H35AsN5O11P4RuSe
Method: DFT, ωB97M-V/def2-TZVPD

Results
Relative energy (zero: lowest compared OMol25 entry of this formula, charge and spin), kcal per mole: 33.2
Total energy, Eh: -7677.5645
Total charge: 0
⟨S²⟩: 8.7601
2S+1: 6
Lowest unoccupied orbital energy (spin up / spin down), eV: 0.110 / -1.423

The geometry in XYZ format:
```
70
Properties=species:S:1:pos:R:3:forces:R:3:mulliken_charge:R:1
H 2.3214 1.8503 2.0996 0.031 -0.012 -0.001 0.18
H 5.0071 0.6409 1.1030 -0.007 0.009 0.007 0.29
H 2.3696 -2.5049 1.1428 0.045 0.053 0.002 0.14
H -2.4199 4.6263 0.3149 -0.005 0.009 0.006 0.47
C -0.8928 -3.3823 1.3662 -0.031 0.001 -0.105 -1.19
H 1.8868 -1.7344 3.4680 -0.034 0.004 0.006 0.24
N 0.0337 -0.7513 3.2867 -0.093 0.082 0.093 0.52
H -4.2540 1.4033 -0.7535 -0.009 -0.017 -0.014 0.34
H -1.2678 -0.2647 4.8528 0.012 -0.003 0.009 0.30
H 5.0028 -1.0716 1.5662 0.014 0.005 -0.013 0.37
C -2.3549 3.2187 -2.4779 0.060 -0.030 0.009 -1.13
C -0.8627 0.1892 3.9464 0.027 0.014 0.017 -0.92
H 3.2189 3.1859 1.3654 -0.012 0.028 -0.014 0.34
H -3.2443 0.7550 0.5458 -0.002 0.034 -0.001 0.18
C 1.5373 -3.1867 1.2923 -0.038 -0.024 -0.086 -1.01
H 1.2201 3.3569 -0.9296 0.029 -0.008 -0.023 -0.06
P -3.6673 -1.4406 -1.9039 -0.107 0.393 0.009 0.74
H -5.0953 -2.3469 -3.1782 0.151 0.008 0.000 0.33
C 2.3377 2.5480 1.2661 0.028 0.007 -0.027 -0.81
P 2.1675 0.2315 -0.1458 -0.180 -0.117 -0.246 -0.18
O -1.8041 -1.4265 -4.3831 -0.118 0.016 -0.251 -0.34
H 1.7859 2.1001 -2.0230 0.007 -0.002 0.009 0.32
H -0.3325 1.1064 4.2261 -0.007 0.007 -0.008 0.29
Se 0.5617 -2.6230 -2.2899 0.386 -0.323 -0.049 -0.04
H 4.9501 -1.8484 -0.8102 0.012 0.009 0.011 0.32
C -1.5602 3.9583 0.2957 0.117 0.013 0.075 -1.30
C 4.3664 -0.2282 1.2924 0.022 -0.044 0.031 -1.02
H -0.7026 4.4787 -0.1280 -0.013 0.032 0.026 0.40
H -2.7367 2.5225 -3.2191 -0.011 -0.027 0.030 0.28
O -0.5506 1.4683 -0.7080 -0.774 -0.061 -0.236 -0.03
N 2.3434 1.8499 -0.0092 -0.103 0.113 0.026 0.33
H -1.6864 0.4409 3.2848 -0.001 -0.024 -0.017 0.20
O -4.8115 -1.0879 -1.0550 0.026 -0.019 0.020 -0.78
C 1.2224 -1.0957 4.0483 0.024 -0.010 0.012 -1.02
O -0.7961 0.5730 -3.2968 -0.240 -0.675 -0.139 -0.32
H 0.9478 -1.6313 4.9589 -0.012 0.004 0.009 0.34
Ru -0.8002 -0.6604 -1.4132 0.043 0.554 -0.131 2.20
O -2.8156 0.8816 -4.9384 0.066 0.003 0.028 -0.81
H -3.1000 3.9865 -2.2639 0.013 0.033 -0.057 0.47
As -1.9475 2.4197 -0.7864 0.358 0.028 0.201 0.77
N 0.2625 -2.4862 1.1961 0.164 -0.143 0.291 1.03
O -3.0229 -0.0697 -2.5610 -0.064 -0.404 -0.275 -0.22
C 2.0624 2.7028 -1.1629 0.130 0.053 -0.029 -0.78
H 5.0939 -0.1476 -1.2965 -0.009 0.004 -0.015 0.30
H 1.7773 -0.1944 4.3337 0.010 -0.008 -0.007 0.32
H 3.7441 -1.1434 -1.8929 -0.015 -0.007 0.014 0.29
N -1.0700 -5.1022 -1.9132 0.000 -0.037 -0.039 -0.65
O 1.3397 -0.1696 1.1743 0.169 -0.001 0.125 1.39
H 1.5734 -3.9355 0.4998 0.007 0.009 -0.017 0.36
H -0.9643 -3.7371 2.3992 -0.002 -0.022 0.005 0.28
O -2.4191 -2.0867 -1.3024 0.077 0.305 0.012 -0.46
N 3.5757 -0.5852 0.1240 0.029 0.004 -0.017 0.68
C -0.4901 -4.1213 -2.0946 -0.049 0.102 0.031 0.22
H -3.9127 2.4069 0.6937 -0.067 -0.044 0.014 0.54
C -3.5207 1.6589 0.0054 0.048 -0.069 -0.020 -1.13
O 1.5805 -0.1722 -1.4505 -0.035 0.069 0.509 -1.29
H -0.7628 -4.2313 0.6966 -0.022 0.003 0.000 0.46
H -1.4368 3.6754 -2.8440 -0.026 0.008 -0.054 0.30
H -1.3235 3.6299 1.3067 -0.008 0.007 0.006 0.33
H -1.8084 -2.8721 1.0783 -0.003 0.001 0.013 0.23
H 3.7220 -0.0083 2.1433 -0.008 -0.021 -0.011 0.21
H 2.9370 3.3118 -1.4024 0.009 0.022 0.010 0.32
O -4.1290 -2.2860 -3.1856 -0.094 -0.096 0.068 -0.54
H -2.5434 -1.7991 -4.8856 0.071 -0.028 0.119 0.29
H 1.4424 3.1741 1.3364 -0.003 -0.009 0.022 0.25
O -1.2433 -0.4121 1.0733 0.344 -0.254 -0.076 -0.70
H 1.6392 -3.6981 2.2564 0.007 -0.002 -0.016 0.32
C 4.3855 -0.9432 -1.0395 0.036 -0.029 0.003 -1.08
P -2.0792 0.0796 -3.9578 -0.064 0.447 0.354 0.46
P 0.0126 -0.9452 1.6627 -0.306 0.074 -0.238 -1.14
```
Positions in Å, forces in eV/Å.

=====

Record 3
Molecular formula: C5H8O2
Method: DFT, ωB97M-V/def2-TZVPD

Results
Relative energy (zero: lowest compared OMol25 entry of this formula, charge and spin), kcal per mole: 71.1
Total energy, Eh: -345.6917
Total charge: 0
Lowest unoccupied orbital energy, eV: 0.896

The geometry in XYZ format:
```
15
Properties=species:S:1:pos:R:3:forces:R:3:mulliken_charge:R:1
O 1.0634 0.7339 -1.7101 0.340 -0.052 -0.092 -0.53
C 0.6964 0.1995 -0.4880 -0.144 0.130 0.346 0.50
C 1.0601 0.4205 0.9333 0.187 0.241 0.270 -0.19
O -0.2216 0.7071 1.4010 -0.257 0.253 0.072 -0.45
H -2.3562 -0.1168 -1.1055 0.033 -0.068 0.085 0.34
H 0.5325 -1.8146 0.4874 0.068 0.227 0.269 0.16
H 2.2059 -1.0982 0.6130 0.616 -0.624 -1.363 0.34
H -1.7267 -1.2995 0.0710 -0.021 0.158 0.008 0.26
C -0.6963 0.6085 0.0343 -0.386 0.041 -0.282 0.31
C -1.9312 -0.2390 -0.1056 -0.039 -0.046 -0.058 -1.29
H -2.6691 0.1005 0.6285 0.049 -0.081 -0.121 0.32
H 1.7872 0.2190 -2.0798 -0.050 -0.022 0.039 0.32
C 1.1856 -0.9676 0.2844 -0.104 0.128 0.770 -0.82
H 1.9364 0.9150 1.3462 -0.219 -0.217 0.214 0.42
H -0.8661 1.6317 -0.3099 -0.073 -0.067 -0.158 0.31
```
Positions in Å, forces in eV/Å.

=====

> Which formula does entry 1 have?

C13H15ClN4OS